Entry 1:
Below is a molecular structure, C30H44Cl2CoN5O3Si4Te in a non-equilibrium geometry, with properties calculated with wB97M-V/def2-TZVPD.

XYZ file:
```
90
Properties=species:S:1:pos:R:3:forces:R:3
Te -0.49915 0.46857 0.87901 -0.34 0.30 -0.09
Co 2.92115 -1.93403 -0.78299 -0.39 0.24 -0.56
Cl 8.95135 -4.82953 -0.94289 0.27 0.08 0.04
Cl 6.97805 -7.24933 -1.06189 -0.02 -0.28 -0.02
Si -4.12175 0.50817 -0.94719 -0.63 -0.35 -0.09
Si -3.03645 2.93577 1.87171 -0.07 0.22 0.67
Si -2.33675 1.81097 -0.08939 0.09 0.05 0.36
Si -1.86115 3.45447 -1.72409 -0.19 0.62 -0.67
O 2.10355 -5.78253 -0.38289 -0.43 0.46 -0.15
O 6.48085 -0.41153 -0.01709 -0.41 0.28 -0.13
O 2.28745 -1.47493 1.34801 0.42 0.04 -0.33
N 1.09135 -2.45633 -1.16369 -1.41 -1.65 0.14
N 3.07745 -0.01363 -0.97179 0.97 1.56 0.57
N 1.14855 -1.67993 3.28531 0.10 0.03 0.23
N 4.74965 -1.84973 -0.61179 0.80 1.69 0.36
N 3.19615 -3.75363 -0.71889 -1.87 -1.18 0.16
C -0.38245 -4.32023 -0.62979 1.01 -0.20 0.25
C -5.81785 1.40347 -0.94459 0.50 -0.06 0.04
C 2.37085 2.27607 -0.92889 0.95 0.62 0.42
C -3.39585 4.59877 -1.81319 0.29 -0.40 0.08
C -1.65955 2.72597 -3.48629 -0.08 0.04 0.53
C 0.00075 -1.79633 -1.55839 0.62 0.30 -0.24
C 6.36485 -5.63943 -0.88499 0.44 0.28 0.02
C 1.79145 -0.54033 3.89181 0.10 0.20 -0.14
C 5.40245 -3.04983 -0.64729 0.39 -1.19 0.09
C 0.89245 -3.76863 -0.77109 -1.54 1.46 -0.52
C 5.31015 -0.64273 -0.32429 0.65 -1.88 0.14
C 3.54725 2.67467 -0.28139 -1.10 -0.30 -0.62
C 4.27355 0.39457 -0.43269 -1.32 1.09 -0.31
C 4.50065 -4.15443 -0.70849 1.38 -0.18 0.01
C 4.99575 -5.45173 -0.81309 -0.31 0.32 0.05
C 1.46065 -2.04593 2.04231 -0.16 -0.17 -0.01
C -4.71065 3.85927 1.85591 0.40 -0.18 -0.17
C 4.50905 1.71477 -0.05899 0.35 -0.68 0.02
C 7.24615 -4.56263 -0.82239 -0.32 -0.47 0.03
C 2.10575 -4.56583 -0.59839 2.43 -0.45 0.39
C 2.19105 0.94587 -1.23469 -0.18 -0.48 -0.30
C -3.16755 1.71897 3.34201 0.14 0.23 -0.46
C -3.89435 -0.09233 -2.75789 0.17 0.17 0.39
C -1.49215 -3.57763 -0.95499 0.10 1.38 -0.65
C 0.24155 -2.43503 4.10681 -0.04 -0.11 0.03
C -0.40395 4.69787 -1.54989 -0.18 -0.48 0.25
C -4.37055 -1.04553 0.13671 0.24 0.43 -0.25
C -1.27695 -2.29943 -1.49879 -0.57 -1.43 0.44
C 6.77635 -3.26893 -0.67239 -0.28 0.18 -0.06
C -1.68335 4.21497 2.30311 -0.30 -0.35 -0.21
H -4.82265 4.46387 0.96201 -0.05 0.15 -0.22
H -4.49265 0.50197 -3.44279 -0.10 0.18 -0.07
H -2.09835 -1.70693 -1.85109 -0.15 0.20 0.01
H 0.00485 4.72927 -0.54389 0.06 -0.01 0.21
H 0.89805 -2.91753 1.68601 -0.04 -0.04 0.00
H 1.60325 2.98777 -1.17699 -0.14 0.01 0.05
H 5.45695 1.94797 0.40321 0.09 -0.07 -0.04
H 0.79535 -3.01383 4.85191 -0.07 0.00 0.07
H -5.53835 3.15677 1.88791 -0.15 -0.16 -0.01
H -3.82515 0.89137 3.09441 -0.15 -0.21 -0.08
H -0.71375 3.72817 2.34441 0.17 -0.17 -0.04
H -4.18975 -1.12923 -2.89239 -0.14 -0.21 0.09
H 1.03725 0.15697 4.25811 -0.02 0.01 0.00
H -2.19195 1.29997 3.56531 0.18 -0.10 -0.05
H -3.42745 -1.55583 0.30101 0.25 -0.05 0.11
H -4.80965 4.51927 2.71461 0.08 0.07 0.20
H -3.33195 5.38067 -1.06219 0.03 0.14 0.20
H 1.28515 0.64347 -1.73519 -0.01 -0.02 0.15
H -1.62925 4.98717 1.54161 -0.01 0.20 -0.20
H 0.15105 -0.81723 -1.98709 0.03 -0.02 0.17
H -4.76835 -0.77123 1.10931 -0.04 0.08 0.21
H -0.73125 5.70637 -1.79469 -0.19 0.07 -0.07
H 3.68765 3.70537 0.00791 0.07 0.06 0.03
H -1.84755 4.70477 3.25941 -0.18 0.03 0.19
H -0.87735 1.97287 -3.52589 0.18 -0.16 0.02
H -0.33855 -3.11673 3.49031 -0.05 -0.04 -0.04
H -1.40825 3.49537 -4.21389 0.04 0.22 0.01
H -2.58005 2.25457 -3.81519 -0.20 -0.12 -0.04
H -5.96215 1.97767 -1.85529 0.02 0.14 -0.18
H 7.46025 -2.43943 -0.60269 0.02 0.03 -0.02
H 0.40975 4.45347 -2.22769 0.10 -0.09 -0.13
H 4.31495 -6.28693 -0.85169 0.03 -0.02 0.00
H -0.44185 -1.75703 4.62071 -0.04 -0.02 -0.06
H -4.31755 4.05477 -1.63839 -0.25 -0.16 0.04
H -0.44985 -5.33343 -0.25619 0.07 -0.03 -0.08
H 2.38535 -0.05323 3.12271 0.03 0.08 0.11
H 2.43575 -0.85083 4.71681 0.03 -0.02 0.04
H -5.05945 -1.75453 -0.31609 -0.20 -0.02 -0.20
H -6.63875 0.69567 -0.87019 -0.10 -0.24 -0.03
H -2.86225 -0.01123 -3.08299 0.22 0.03 -0.10
H -3.47715 5.07887 -2.78429 0.08 0.10 -0.23
H -2.49245 -3.96333 -0.82459 -0.06 -0.04 -0.04
H -5.90915 2.08987 -0.10999 0.00 0.14 0.19
H -3.54895 2.18267 4.24861 -0.12 0.28 0.07
```
Forces are in eV/Å.

- gap between HOMO and LUMO (spin up / spin down) (Ha) = 0.227 / 0.226
- energy above the lowest of the compared OMol25 structures with the same formula, charge and spin (kJ/mol) = 0.0
- <S²> = 0.76
- charge = -1
- HOMO (spin up / spin down) (hartree) = -0.1539 / -0.1538
- 2S+1 = 2

---

Entry 2:
Below is a molecular structure, C30H44IN2O4PS3Sr in a non-equilibrium geometry, with properties calculated with wB97M-V/def2-TZVPD.

XYZ file:
```
86
Properties=species:S:1:pos:R:3:forces:R:3
I -2.87472 -5.15282 -1.07227 1.56 1.59 0.01
Sr 6.34711 -2.16852 0.91228 -0.55 1.33 -0.14
S -5.34723 -0.45759 -6.55437 2.30 1.05 2.60
S 2.26698 0.11263 -0.38830 -0.34 -1.37 1.77
S -2.67899 0.89688 -5.92825 -1.70 -0.13 2.13
P 5.59012 1.24222 0.73044 1.97 -0.01 -1.67
O 6.75269 2.28530 1.49876 -1.69 -3.14 -1.03
O 6.43686 0.03759 0.07501 -1.61 1.46 1.75
O 4.89574 2.12857 -0.59655 2.59 -2.40 2.47
O 6.08580 0.72704 4.01897 -3.39 -0.57 -1.24
N -4.57224 -0.18474 -3.83376 -0.20 -0.06 -2.83
N 0.38202 -1.33277 2.13453 2.30 1.25 -2.12
C 5.18510 3.19171 4.17570 0.50 0.93 0.80
C 4.33211 0.41749 1.90635 -1.50 -1.25 2.44
C 3.33247 0.24349 7.18736 -0.95 -0.51 0.41
C 4.79686 0.23979 3.50349 -2.94 -1.28 0.36
C 5.93952 1.91537 4.87181 0.40 2.80 1.09
C 2.28065 -1.03827 4.02613 1.65 1.22 -1.52
C -6.14184 0.59184 -1.99720 1.38 0.41 -0.07
C -3.54461 -2.60488 -4.26788 0.94 -0.93 0.99
C -5.98975 3.01765 -0.67862 -0.07 -0.49 -0.29
C -6.04657 -0.10491 -3.51491 -1.29 1.25 1.92
C -0.73505 4.00065 -3.53033 -0.76 -0.99 -1.03
C 1.24025 -1.77706 5.08277 -0.28 -0.16 -1.35
C 0.20003 -1.78545 0.70731 -1.65 -1.97 -4.36
C 1.09045 -3.37681 4.63176 0.47 0.45 0.14
C 0.96884 -1.21875 -0.62195 -3.27 -3.37 0.59
C -4.26047 0.03063 -5.29342 -1.50 -0.47 -0.86
C -5.50672 2.13521 -2.01477 0.49 0.41 0.43
C 0.58695 -1.81794 -2.12259 -1.36 -1.13 2.23
C -0.94758 -2.96556 0.44411 1.58 1.19 -2.33
C 2.82539 -0.11955 1.41658 -0.43 -1.03 2.59
C -0.57490 -2.97352 -2.39222 0.71 0.84 3.41
C -3.89005 -1.38569 -3.23440 -0.22 -1.01 0.62
C 4.18069 -0.75462 6.16243 0.24 1.29 -0.49
C -0.98892 -3.53567 -3.89835 -0.31 -0.10 -0.05
C 1.77705 -0.84763 2.44255 3.60 1.21 1.96
C -1.33166 -3.56366 -1.04030 3.22 3.52 0.97
C -1.96721 -2.46377 -4.72977 0.45 -0.13 0.08
C -0.99665 3.06130 -4.88308 -1.26 -0.40 0.72
C 3.76196 -0.51831 4.56215 -0.92 0.21 -2.90
C -2.34173 2.17139 -4.55075 -0.35 -0.23 0.90
H -1.62132 -1.36243 -4.46086 -0.56 -2.34 -0.94
H 2.54280 -0.42539 7.77547 1.67 1.52 -1.27
H -6.64272 0.65084 -4.22066 1.59 -2.02 1.30
H -6.48046 4.03158 -0.99621 1.00 -1.95 0.68
H 5.42762 1.72806 5.90713 0.82 -0.25 -2.13
H -3.59744 -3.61073 -3.62626 -0.02 2.17 -1.37
H 2.70489 1.06689 6.60653 1.56 -1.69 1.24
H -5.75197 2.70422 -3.02660 0.25 -1.25 2.15
H -2.24440 1.51890 -3.56036 -0.02 1.63 -1.97
H -1.80144 4.41941 -3.23591 2.42 -0.48 -0.58
H 1.54113 -1.65885 6.20799 -0.34 -0.15 -2.43
H 5.30633 -0.42670 6.24945 -2.19 -1.05 -0.29
H -7.23479 0.58508 -1.57035 2.08 0.04 -1.00
H 7.04808 2.28112 5.12065 -2.39 -1.11 -0.66
H 4.03364 -1.86260 6.51139 0.36 2.12 -1.02
H 0.04747 4.82844 -3.79862 -1.59 -1.55 0.90
H -1.52976 -3.38152 1.39271 1.41 0.98 -2.29
H -0.41180 3.27842 -2.66419 -0.34 1.59 -1.63
H -4.29956 -2.75276 -5.14884 1.52 0.68 1.68
H 0.65213 -3.99224 5.52667 0.84 1.21 -1.81
H -3.32112 2.82933 -4.44702 2.21 -1.23 -0.23
H 4.01442 0.72595 8.02714 -1.32 -0.97 -2.03
H -0.12672 2.30327 -5.09417 -1.53 1.69 0.32
H 1.18640 -1.38092 -3.05360 -1.50 -1.05 2.25
H 2.17195 -3.75512 4.38469 -2.14 0.46 0.48
H 0.40733 -3.47587 3.67664 1.48 0.25 2.06
H 5.52103 1.94048 -1.37737 -1.13 0.42 1.41
H 0.17861 -1.30720 4.91973 2.13 -0.66 0.43
H -5.08194 3.22601 0.06254 -2.03 -0.45 -1.68
H -6.59340 -1.13605 -3.41348 1.11 1.79 -0.70
H 7.50587 1.74165 1.92462 -1.80 0.99 -0.92
H -1.25328 3.71442 -5.82821 0.79 -1.29 1.90
H -4.63605 -1.83750 -2.41971 1.71 1.22 -1.65
H -1.62650 -4.54185 -3.82429 1.56 2.19 0.30
H -4.31863 2.12579 -1.94797 -2.54 -0.37 -0.37
H 4.16816 2.95060 3.65029 2.07 0.29 0.87
H -0.03594 -3.82616 -4.55366 -1.89 0.96 1.68
H -5.43400 -0.01183 -1.25023 -1.72 1.10 -1.51
H -1.78583 -2.70997 -5.87852 -0.52 0.75 2.48
H -6.79071 2.37081 -0.12228 1.48 1.40 -0.86
H -0.31018 -0.58904 2.38248 0.75 -0.74 -0.33
H 4.91950 3.94454 5.06366 0.57 -1.73 -1.86
H -2.91046 -1.01658 -2.70569 -1.74 -0.91 -0.88
H 5.94429 3.79727 3.48880 -1.90 -1.53 1.24
```
Forces are in eV/Å.

- gap between HOMO and LUMO (Ha) = 0.107
- charge = +2
- HOMO (hartree) = -0.4013
- 2S+1 = 1